Record 1
The following is a DFT calculation (the ωB97M-V functional and the def2-TZVPD basis) of a structure of composition C37H44MnN2O4PSe.

XYZ file:
```
90
Properties=species:S:1:pos:R:3
Mn 0.203 1.143 -0.533
C 4.712 1.315 -0.810
C 4.922 2.677 -1.007
C 3.830 3.529 -1.032
C 2.540 3.005 -0.898
C 2.286 1.631 -0.764
C 3.423 0.819 -0.687
C 1.351 3.884 -0.787
C 1.438 5.301 -0.899
C 0.326 6.057 -0.733
C -0.907 5.440 -0.433
C -2.096 6.178 -0.234
C -3.263 5.535 0.058
C -3.283 4.127 0.158
C -2.149 3.394 -0.029
C -0.929 4.035 -0.336
N 0.206 3.289 -0.528
H 5.565 0.643 -0.751
H 5.926 3.072 -1.117
H 4.003 4.593 -1.144
H 3.278 -0.234 -0.490
H 2.389 5.762 -1.115
H 0.370 7.138 -0.820
H -2.058 7.259 -0.327
H -4.179 6.097 0.195
H -4.212 3.605 0.344
H -2.197 2.317 0.003
C -3.327 0.273 3.958
C -3.382 0.290 2.546
C -2.272 0.624 1.823
C -1.043 0.972 2.444
C 0.101 1.330 1.651
C 1.222 1.699 2.360
C 1.278 1.705 3.776
C 0.195 1.340 4.521
C -1.005 0.967 3.865
C -2.165 0.603 4.597
H -4.207 0.001 4.532
H -4.300 0.036 2.029
H -2.319 0.624 0.740
H 2.126 1.980 1.825
H 2.201 1.998 4.269
H 0.231 1.334 5.607
H -2.111 0.596 5.683
O -3.396 0.658 -1.320
Se -2.550 1.249 -2.595
O -2.526 0.235 -3.868
O -0.962 1.380 -2.031
O -3.012 2.759 -2.995
C 1.496 -4.478 0.792
C 1.069 -3.010 0.883
C 0.135 -2.843 2.094
C 2.297 -2.146 1.210
P 0.232 -2.237 -0.643
N 0.273 -0.724 -0.474
C -1.512 -2.981 -0.786
C -2.436 -2.216 0.175
C -1.643 -4.482 -0.497
C -2.102 -2.690 -2.174
C 1.173 -2.869 -2.184
C 0.940 -4.334 -2.580
C 2.688 -2.716 -2.007
C 0.780 -1.941 -3.351
H 1.893 -4.789 1.767
H 2.287 -4.640 0.058
H 0.668 -5.145 0.550
H 0.708 -3.061 3.003
H -0.715 -3.523 2.073
H -0.234 -1.819 2.168
H 2.705 -2.473 2.174
H 2.006 -1.098 1.287
H 3.091 -2.227 0.469
H -2.135 -2.272 1.217
H -3.441 -2.644 0.083
H -2.513 -1.173 -0.127
H -1.481 -4.719 0.555
H -0.976 -5.106 -1.093
H -2.671 -4.779 -0.739
H -1.955 -1.658 -2.488
H -3.186 -2.829 -2.116
H -1.733 -3.352 -2.957
H 1.273 -5.031 -1.807
H 1.532 -4.541 -3.481
H -0.096 -4.559 -2.819
H 3.098 -3.340 -1.212
H 2.965 -1.681 -1.827
H 3.167 -3.023 -2.944
H -0.171 -2.209 -3.804
H 1.553 -2.002 -4.126
H 0.700 -0.904 -3.021
```

LUMO (spin up / spin down): 4.41 / 4.41 eV
spin multiplicity: 5
total charge: -2
frontier orbital gap (spin up / spin down): 0.213 / 0.249 Eh



Record 2
The following is a DFT calculation (the ωB97M-V functional and the def2-TZVPD basis) of a structure of composition C37H45BrN15O2S5Sc.

XYZ file:
```
106
Properties=species:S:1:pos:R:3
Sc -1.180 0.139 -0.135
N -1.123 3.040 2.352
C -2.327 2.484 2.054
N -2.539 1.631 1.076
C -3.907 1.388 0.938
C -4.693 1.977 1.854
S -3.750 2.940 2.916
C -4.345 0.561 -0.178
C -5.615 0.356 -0.565
S -5.658 -0.688 -1.933
C -3.935 -0.761 -1.923
N -3.374 -0.070 -0.955
N -3.257 -1.413 -2.901
H -0.480 3.119 1.582
H -1.124 3.819 2.988
H -5.762 1.896 1.978
H -6.525 0.730 -0.122
H -3.770 -2.075 -3.460
H -2.298 -1.658 -2.686
N 4.740 -0.040 -4.848
C 4.405 -0.863 -3.845
S 5.113 -2.327 -3.608
C 3.295 -0.382 -2.964
C 3.247 -0.724 -1.620
C 2.177 -0.305 -0.857
N 1.148 0.416 -1.334
C 1.199 0.736 -2.628
C 2.242 0.379 -3.463
H 5.487 -0.323 -5.458
H 4.421 0.913 -4.896
H 4.029 -1.332 -1.185
H 2.122 -0.584 0.188
H 0.371 1.318 -3.009
H 2.201 0.659 -4.508
C 1.969 2.361 1.064
C 1.366 1.278 1.898
N 0.286 0.567 1.610
C 0.013 -0.207 2.732
C 0.957 0.015 3.671
N 1.815 0.955 3.125
C 3.009 1.505 3.787
N 3.813 0.487 4.374
N 3.481 -0.025 5.597
N 4.306 -0.949 5.893
C 5.222 -1.081 4.860
C 6.313 -1.942 4.718
C 7.048 -1.838 3.559
C 6.716 -0.902 2.558
C 5.645 -0.044 2.689
C 4.910 -0.155 3.871
H 1.369 2.512 0.171
H 2.984 2.117 0.745
H 2.014 3.300 1.621
H -0.842 -0.861 2.781
H 1.107 -0.391 4.658
H 2.710 2.211 4.555
H 3.604 2.014 3.036
H 6.559 -2.654 5.496
H 7.907 -2.480 3.409
H 7.323 -0.854 1.663
H 5.404 0.677 1.916
Br 3.996 -6.247 -1.941
C 2.618 -5.021 -1.589
C 2.356 -4.651 -0.275
C 1.357 -3.729 -0.023
C 0.631 -3.180 -1.079
C 0.900 -3.566 -2.389
C 1.890 -4.494 -2.648
C -0.334 -2.110 -0.807
O -0.820 -1.386 -1.732
O -0.653 -1.808 0.395
H 2.937 -5.075 0.532
H 1.148 -3.413 0.993
H 0.341 -3.123 -3.204
H 2.112 -4.802 -3.661
C -2.206 6.181 -2.299
C -3.082 5.152 -1.600
N -3.339 3.974 -2.438
C -2.636 2.844 -2.439
S -1.237 2.653 -1.458
N -3.044 1.860 -3.247
C -4.118 1.950 -4.235
C -3.691 2.651 -5.519
H -2.053 7.044 -1.649
H -2.669 6.534 -3.222
H -1.232 5.750 -2.538
H -4.051 5.576 -1.340
H -2.608 4.806 -0.687
H -4.048 4.083 -3.145
H -2.445 1.055 -3.283
H -4.978 2.446 -3.781
H -4.430 0.930 -4.444
H -3.348 3.670 -5.324
H -4.526 2.703 -6.218
H -2.878 2.106 -5.999
C -3.511 -4.772 4.325
N -3.768 -3.482 3.703
C -2.984 -2.897 2.801
N -1.874 -3.550 2.431
S -3.380 -1.373 2.155
H -4.243 -4.928 5.111
H -2.519 -4.797 4.781
H -3.600 -5.591 3.608
H -4.593 -2.967 3.956
H -1.661 -4.476 2.760
H -1.269 -3.104 1.761
```

LUMO: -4.78 eV
total charge: +2
frontier orbital gap: 0.282 Eh
energy above the lowest of the compared OMol25 structures with the same formula, charge and spin: 36.6 kJ/mol



Record 3
The following is a DFT calculation (the ωB97M-V functional and the def2-TZVPD basis) of a structure of composition C37H45FN2O21Si2.

XYZ file:
```
108
Properties=species:S:1:pos:R:3
C 7.179 -1.092 1.939
C 6.747 -1.179 0.478
C 5.317 -0.707 0.230
C 5.015 0.679 0.823
Si 3.670 1.656 -0.050
C 2.288 1.926 1.171
C 1.870 0.673 1.973
C 0.369 0.333 1.902
C 0.054 -0.959 1.144
N -0.109 -2.090 2.059
C 1.080 -2.748 2.482
C 2.079 -3.202 1.455
O 1.276 -2.967 3.638
C 4.375 3.349 -0.567
O 4.343 3.724 -1.939
C 5.131 2.927 -2.803
C 6.548 2.632 -2.320
O 3.164 0.744 -1.373
Si 1.835 1.007 -2.249
F 0.685 0.010 -1.792
O 1.296 2.567 -2.035
N -0.161 2.724 -2.010
O -0.461 3.805 -2.259
H 6.367 -1.391 2.599
H 8.028 -1.747 2.122
H 7.492 -0.084 2.200
H 7.426 -0.595 -0.146
H 6.843 -2.212 0.143
H 5.132 -0.713 -0.842
H 4.646 -1.435 0.690
H 5.921 1.285 0.865
H 4.697 0.552 1.858
H 1.428 2.413 0.714
H 2.709 2.674 1.849
H 2.141 0.839 3.012
H 2.434 -0.200 1.639
H -0.013 0.203 2.911
H -0.170 1.154 1.434
H 0.837 -1.129 0.402
H -0.869 -0.858 0.580
H -0.777 -2.753 1.685
H 3.079 -2.987 1.823
H 1.941 -2.769 0.471
H 1.995 -4.283 1.366
H 5.383 3.446 -0.155
H 3.777 4.094 -0.043
H 4.629 1.981 -3.023
H 5.176 3.474 -3.741
H 6.609 1.680 -1.797
H 7.200 2.553 -3.187
H 6.939 3.428 -1.694
H 2.102 0.770 -3.665
C -3.447 -2.839 3.284
C -3.767 -3.067 1.999
C -5.108 -3.646 1.615
O -5.343 -3.776 0.424
C -6.057 -3.980 2.642
C -5.748 -3.733 3.924
C -4.411 -3.142 4.322
O -4.240 -2.953 5.511
O -6.550 -3.971 4.942
O -2.945 -2.798 1.001
H -2.492 -2.422 3.577
H -7.008 -4.394 2.337
H -6.063 -3.691 5.744
H -3.337 -3.018 0.124
C 3.332 8.675 1.539
C 2.976 7.399 1.743
C 3.967 6.346 2.180
O 3.529 5.221 2.345
C 5.350 6.723 2.365
C 5.708 7.999 2.157
C 4.713 9.058 1.739
O 5.150 10.185 1.594
O 6.940 8.453 2.296
O 1.745 6.942 1.589
H 2.630 9.435 1.228
H 6.054 5.960 2.666
H 6.904 9.408 2.088
H 1.775 5.990 1.807
C -7.624 -0.848 -1.639
C -8.091 -1.169 -0.424
C -8.697 -2.520 -0.123
O -9.036 -2.718 1.030
C -8.798 -3.491 -1.189
C -8.330 -3.172 -2.405
C -7.703 -1.829 -2.700
O -7.295 -1.656 -3.834
O -8.359 -3.983 -3.447
O -8.057 -0.359 0.621
H -7.183 0.113 -1.861
H -9.234 -4.454 -0.966
H -7.950 -3.491 -4.186
H -8.453 -0.857 1.364
C -2.679 -3.080 -3.935
C -3.054 -3.289 -5.206
C -4.405 -3.868 -5.562
O -4.637 -4.000 -6.750
C -5.307 -4.220 -4.495
C -4.944 -4.017 -3.215
C -3.590 -3.419 -2.869
O -3.327 -3.250 -1.689
O -5.735 -4.317 -2.209
O -2.302 -3.015 -6.254
H -1.718 -2.664 -3.671
H -6.266 -4.644 -4.759
H -5.340 -4.092 -1.337
H -2.831 -3.261 -7.040
```

LUMO: -1.68 eV
frontier orbital gap: 0.274 Eh